No. 1
A structure of composition C48H42F6N2O6SbW in a non-equilibrium geometry, computed with ωB97M-V/def2-TZVPD.

Values from the calculation:
- Total charge: 0
- Gap between HOMO and LUMO (alpha / beta): 0.2600 / 0.1876 hartree
- Lowest unoccupied orbital energy (alpha / beta): -1.82 / -3.80 eV
- 2S+1: 2
- HOMO (alpha / beta): -8.90 / -8.90 eV

Atoms and positions in Å:
W1 -1.3335 -0.7635 -0.8762
C1 3.6298 3.9698 -1.6621
C2 2.4156 3.4012 -2.3503
C3 2.1578 4.0422 -3.6998
O1 1.2858 3.5641 -1.5017
C4 0.4528 2.4689 -1.6969
C5 1.3853 1.3117 -2.1404
O2 2.5704 1.9945 -2.5174
C6 1.7033 0.1126 -1.2145
O3 0.4504 -0.3218 -0.7001
C7 2.3299 -1.0417 -2.0202
C8 2.4843 -2.2608 -1.3594
C9 3.0315 -3.3512 -2.0101
C10 3.4445 -3.2365 -3.3353
C11 3.3227 -2.0205 -3.9841
C12 2.7727 -0.9212 -3.3277
C13 2.6718 0.3707 -0.0628
C14 3.9758 0.8076 -0.2872
C15 4.8748 0.8843 0.7674
C16 4.4974 0.4938 2.0464
C17 3.2132 0.0189 2.2616
C18 2.3078 -0.0371 1.2116
C19 -0.5916 2.4060 -0.4476
O4 -1.4385 1.4054 -0.7620
C20 -1.3423 3.7732 -0.5948
C21 -2.3237 3.8821 -1.5675
C22 -3.0259 5.0646 -1.7419
C23 -2.7268 6.1656 -0.9540
C24 -1.7278 6.0688 0.0044
C25 -1.0373 4.8784 0.1895
C26 -0.0279 2.2876 0.9528
C27 -0.9103 1.7914 1.9192
C28 -0.5734 1.8292 3.2594
C29 0.6568 2.3379 3.6522
C30 1.5386 2.8333 2.6989
C31 1.1982 2.8167 1.3569
H1 3.4777 5.0331 -1.4714
H2 4.5043 3.8393 -2.3006
H3 3.8022 3.4531 -0.7181
H4 1.9898 5.1130 -3.5749
H5 1.2768 3.6020 -4.1723
H6 3.0200 3.8840 -4.3472
H7 -0.2249 2.6497 -2.5331
H8 0.9252 0.8481 -3.0108
H9 2.1691 -2.3512 -0.3271
H10 3.1479 -4.2900 -1.4799
H11 3.8638 -4.0911 -3.8531
H12 3.6566 -1.9157 -5.0092
H13 2.7052 0.0219 -3.8542
H14 4.2938 1.0671 -1.2867
H15 5.8849 1.2298 0.5829
H16 5.2064 0.5467 2.8640
H17 2.9142 -0.3123 3.2492
H18 1.3089 -0.4136 1.3576
H19 -2.5585 3.0335 -2.1898
H20 -3.8098 5.1150 -2.4876
H21 -3.2688 7.0937 -1.0847
H22 -1.4828 6.9229 0.6234
H23 -0.2695 4.8243 0.9481
H24 -1.8897 1.4452 1.6146
H25 -1.2830 1.4844 4.0030
H26 0.9252 2.3506 4.7020
H27 2.4985 3.2337 3.0002
H28 1.8767 3.2301 0.6277
N1 -1.3172 -1.2778 0.9966
C32 -1.8262 -1.9819 1.9076
C33 -2.8113 -3.0861 1.6395
C34 -2.7634 -4.2422 2.4131
C35 -3.5868 -5.3185 2.1221
C36 -4.4700 -5.2488 1.0527
C37 -4.5329 -4.0952 0.2889
C38 -3.7025 -3.0192 0.5775
C39 -1.4449 -1.7552 3.3415
C40 -0.1290 -1.5157 3.6947
C41 0.2103 -1.2708 5.0182
C42 -0.7728 -1.2442 5.9954
C43 -2.0943 -1.4842 5.6481
C44 -2.4264 -1.7528 4.3268
H29 -2.0442 -4.3161 3.2187
H30 -3.5238 -6.2189 2.7202
H31 -5.1165 -6.0884 0.8267
H32 -5.2418 -4.0136 -0.5255
H33 -3.8289 -2.0999 0.0274
H34 0.6299 -1.5634 2.9320
H35 1.2451 -1.0971 5.2874
H36 -0.5106 -1.0482 7.0280
H37 -2.8699 -1.4567 6.4031
H38 -3.4593 -1.9306 4.0513
F1 -1.1482 0.0364 -2.6494
Sb1 -4.1528 0.7406 -2.6215
F2 -5.6105 1.0661 -3.7812
F3 -5.1543 -0.7171 -1.9795
F4 -3.0526 -0.1697 -0.2245
F5 -2.5690 -1.7442 -1.8867
F6 -4.9426 1.8936 -1.3600
O5 -0.2786 -2.3207 -3.0254
C45 -0.3710 -3.1932 -2.1887
C46 -0.3244 -4.6744 -2.4096
C47 -0.2066 -5.2024 -0.9703
C48 -0.2315 -3.9565 -0.0801
O6 0.0199 -3.9515 1.1049
N2 -0.5162 -2.8585 -0.8721
H39 0.5159 -4.9250 -3.0549
H40 -1.2374 -4.9854 -2.9173
H41 0.7162 -5.7493 -0.7830
H42 -1.0411 -5.8370 -0.6711

=====

No. 2
A structure of composition C48H43AsN3O2PSn, computed with ωB97M-V/def2-TZVPD.

Values from the calculation:
- Total charge: 0
- Gap between HOMO and LUMO: 0.2900 hartree
- Relative energy (zero: lowest compared OMol25 entry of this formula, charge and spin): 13.51 kcal per mole
- Lowest unoccupied orbital energy: 0.35 eV
- 2S+1: 1
- HOMO: -7.54 eV

Atoms and positions in Å:
Sn1 -0.0275 0.1569 1.8109
C1 2.7543 3.0320 3.9807
C2 1.4220 2.4562 3.5770
O1 1.4596 1.5405 2.6854
C3 0.2637 2.8983 4.1869
C4 -1.0161 2.3107 4.0434
C5 -2.1068 2.8293 4.9394
N1 -1.2917 1.3150 3.2207
N2 -2.6123 0.8360 3.3187
C6 -2.6562 -0.4143 2.9661
O2 -1.6348 -1.0934 2.5535
C7 -3.9817 -1.1067 2.9618
C8 -4.0571 -2.4127 2.4918
C9 -5.2809 -3.0691 2.4432
C10 -6.4333 -2.4220 2.8660
C11 -6.3594 -1.1146 3.3371
C12 -5.1406 -0.4583 3.3828
H1 3.2068 2.3857 4.7367
H2 3.4280 3.0461 3.1250
H3 2.6553 4.0336 4.3968
H4 0.3509 3.6956 4.9103
H5 -1.7400 3.6617 5.5355
H6 -2.9670 3.1421 4.3487
H7 -2.4601 2.0346 5.5960
H8 -3.1492 -2.8989 2.1604
H9 -5.3317 -4.0842 2.0693
H10 -7.3880 -2.9319 2.8303
H11 -7.2574 -0.6079 3.6681
H12 -5.0679 0.5604 3.7405
N3 -1.9240 1.2042 -0.0763
C13 -2.2229 0.8604 -1.4306
C14 -2.4944 1.8951 -2.3234
C15 -2.8014 1.6299 -3.6462
C16 -2.8629 0.3185 -4.0962
C17 -2.5829 -0.7110 -3.2115
C18 -2.2317 -0.4660 -1.8830
P1 -1.7581 -1.7980 -0.7128
C19 -0.0660 -2.2261 -1.2840
C20 0.7389 -2.8921 -0.3595
C21 2.0260 -3.2910 -0.6950
C22 2.5239 -3.0293 -1.9655
C23 1.7315 -2.3682 -2.8927
C24 0.4486 -1.9609 -2.5504
C25 -2.7191 -3.2236 -1.3677
C26 -4.1010 -3.1849 -1.1594
C27 -4.9124 -4.2342 -1.5564
C28 -4.3523 -5.3550 -2.1583
C29 -2.9824 -5.4090 -2.3623
C30 -2.1679 -4.3496 -1.9713
H13 -2.5366 0.7131 0.5711
H14 -2.0272 2.2003 0.0744
H15 -2.4790 2.9179 -1.9651
H16 -3.0146 2.4500 -4.3207
H17 -3.1277 0.1005 -5.1224
H18 -2.6279 -1.7384 -3.5547
H19 0.3506 -3.0947 0.6338
H20 2.6417 -3.8034 0.0341
H21 3.5286 -3.3332 -2.2309
H22 2.1236 -2.1491 -3.8783
H23 -0.1522 -1.4304 -3.2789
H24 -4.5456 -2.3207 -0.6759
H25 -5.9807 -4.1826 -1.3871
H26 -4.9816 -6.1828 -2.4599
H27 -2.5385 -6.2765 -2.8343
H28 -1.1004 -4.4096 -2.1443
C31 5.3813 0.2648 -4.6307
C32 5.8786 -0.0854 -3.3846
C33 5.0819 0.0319 -2.2503
C34 3.7756 0.5035 -2.3475
C35 3.2812 0.8384 -3.6078
C36 4.0772 0.7305 -4.7387
As1 2.5476 0.4729 -0.8106
C37 1.8776 2.3174 -0.8741
C38 0.9016 2.5839 -1.8374
C39 0.3135 3.8388 -1.9294
C40 0.6611 4.8363 -1.0277
C41 1.5907 4.5650 -0.0335
C42 2.1940 3.3155 0.0427
C43 3.8814 0.5566 0.6138
C44 4.8734 1.5339 0.6979
C45 5.7881 1.5202 1.7405
C46 5.7303 0.5204 2.7057
C47 4.7622 -0.4688 2.6177
C48 3.8422 -0.4475 1.5748
H29 6.0025 0.1726 -5.5124
H30 6.8932 -0.4517 -3.2890
H31 5.4903 -0.2493 -1.2882
H32 2.2639 1.1906 -3.7185
H33 3.6758 1.0055 -5.7062
H34 0.5733 1.7999 -2.5104
H35 -0.4251 4.0316 -2.6980
H36 0.2007 5.8144 -1.0917
H37 1.8500 5.3290 0.6890
H38 2.8962 3.1128 0.8383
H39 4.9419 2.3004 -0.0651
H40 6.5518 2.2858 1.7986
H41 6.4421 0.5132 3.5216
H42 4.7214 -1.2568 3.3591
H43 3.0797 -1.2166 1.5108

=====

No. 3
A structure of composition C48H43Cl5N7O3SSiY, computed with ωB97M-V/def2-TZVPD.

Values from the calculation:
- Total charge: 0
- Gap between HOMO and LUMO: 0.2635 hartree
- Relative energy (zero: lowest compared OMol25 entry of this formula, charge and spin): 5.89 kcal per mole
- Lowest unoccupied orbital energy: -0.35 eV
- 2S+1: 1
- HOMO: -7.52 eV

Atoms and positions in Å:
Y1 1.0876 0.8583 0.3140
Cl1 6.6133 -3.9866 -2.1394
C1 5.2096 -3.0029 -1.8415
C2 5.0921 -2.3179 -0.6457
C3 3.9636 -1.5500 -0.4410
Cl2 3.7835 -0.6156 1.0060
C4 2.9131 -1.4159 -1.3662
O1 1.8613 -0.6955 -1.1214
C5 3.1084 -2.1236 -2.5694
Cl3 1.8968 -1.9962 -3.8068
C6 4.2240 -2.9050 -2.8086
H1 5.8650 -2.3704 0.1079
H2 4.3200 -3.4329 -3.7465
C7 -3.7490 1.4559 0.0064
N1 -3.0320 1.3250 -1.2507
C8 -3.4464 0.5992 -2.3526
C9 -2.4380 0.5991 -3.2352
N2 -1.3912 1.3148 -2.6610
C10 -1.7781 1.7679 -1.4336
S1 -0.9403 2.7810 -0.3734
C11 -0.0952 1.4306 -3.2239
C12 0.0475 1.4214 -4.6072
C13 1.3224 1.5020 -5.1312
C14 2.4038 1.5878 -4.2674
C15 2.1516 1.5782 -2.9117
N3 0.9247 1.5093 -2.3878
H3 -4.7510 1.0577 -0.1286
H4 -3.7952 2.5028 0.2975
H5 -3.2239 0.8870 0.7745
H6 -4.4044 0.1149 -2.3981
H7 -2.3530 0.0890 -4.1745
H8 -0.8168 1.3705 -5.2527
H9 1.4670 1.5007 -6.2033
H10 3.4189 1.6500 -4.6317
H11 2.9658 1.6189 -2.1978
C16 1.0992 -3.2730 2.7344
C17 0.5432 -3.0147 3.9743
C18 0.0821 -1.7403 4.2483
C19 0.2004 -0.7513 3.2796
N4 0.8029 -0.9855 2.1118
C20 1.2117 -2.2246 1.8417
C21 -0.3381 0.6208 3.4908
C22 -1.1445 0.9323 4.5789
C23 -1.5540 2.2412 4.7626
C24 -1.1375 3.2074 3.8640
C25 -0.3634 2.8085 2.7897
N5 0.0065 1.5452 2.5885
H12 1.4486 -4.2583 2.4614
H13 0.4574 -3.7968 4.7169
H14 -0.3647 -1.5259 5.2069
H15 1.6364 -2.3831 0.8576
H16 -1.4597 0.1678 5.2720
H17 -2.1824 2.5008 5.6045
H18 -1.4096 4.2468 3.9794
H19 -0.0116 3.5287 2.0641
C26 3.2232 4.3871 -1.5781
Si1 2.6774 4.2066 0.2140
C27 3.9309 5.1959 1.2356
C28 1.1532 5.3031 0.3668
N6 2.5082 2.5629 0.7962
C29 3.5287 2.2312 1.7220
C30 3.2420 1.7686 3.0102
C31 4.2530 1.4263 3.9041
C32 5.5852 1.5519 3.5514
C33 5.8931 2.0178 2.2763
C34 4.8896 2.3387 1.3843
H20 3.4964 5.4340 -1.7368
H21 2.4283 4.1468 -2.2868
H22 4.0976 3.7772 -1.8193
H23 3.6012 6.2362 1.2880
H24 4.9315 5.1885 0.7987
H25 4.0222 4.8236 2.2572
H26 1.4086 6.2525 -0.1129
H27 0.9312 5.5244 1.4148
H28 0.2502 4.9368 -0.1141
H29 2.2124 1.6870 3.3254
H30 3.9855 1.0698 4.8920
H31 6.3690 1.2961 4.2517
H32 6.9276 2.1178 1.9704
H33 5.1467 2.6598 0.3808
Cl4 -6.0491 -1.2468 -0.7980
C35 -6.1876 -2.7572 0.0468
C36 -7.4335 -3.1110 0.5373
C37 -7.5705 -4.2677 1.2846
C38 -6.4646 -5.0611 1.5406
C39 -5.2341 -4.7041 1.0183
Cl5 -3.8677 -5.7190 1.3434
C40 -5.0537 -3.5524 0.2406
N7 -3.7850 -3.2350 -0.2471
C41 -3.4625 -3.0432 -1.5789
C42 -4.3796 -3.3063 -2.5999
C43 -4.0305 -3.1432 -3.9303
C44 -2.7523 -2.7286 -4.2714
C45 -1.8353 -2.4891 -3.2566
C46 -2.1573 -2.6340 -1.9155
C47 -1.0758 -2.4524 -0.8732
C48 -1.3606 -1.4038 0.2034
O2 -2.0832 -1.7168 1.1582
O3 -0.8744 -0.2309 0.0509
H34 -8.2793 -2.4653 0.3478
H35 -8.5394 -4.5465 1.6755
H36 -6.5487 -5.9624 2.1307
H37 -3.1064 -2.9089 0.4476
H38 -5.3734 -3.6519 -2.3444
H39 -4.7610 -3.3573 -4.7003
H40 -2.4646 -2.6161 -5.3091
H41 -0.8253 -2.1858 -3.5045
H42 -0.1416 -2.1975 -1.3719
H43 -0.9443 -3.4017 -0.3414

=====

No. 4
A structure of composition C48H43FIN5O5PPbS2Se2, computed with ωB97M-V/def2-TZVPD.

Values from the calculation:
- Total charge: -1
- Gap between HOMO and LUMO: 0.1603 hartree
- Relative energy (zero: lowest compared OMol25 entry of this formula, charge and spin): 0.00 kcal per mole
- Lowest unoccupied orbital energy: 0.37 eV
- 2S+1: 1
- HOMO: -3.99 eV

Atoms and positions in Å:
Pb1 -1.1024 2.0149 -0.2170
I1 -1.6626 -0.1731 -2.3539
C1 -3.7232 -0.1593 -1.9964
C2 -4.4618 -1.1362 -2.5991
C3 -5.8621 -1.1726 -2.4104
C4 -6.4609 -0.2179 -1.6469
C5 -5.7054 0.8169 -1.0347
C6 -6.3634 1.8243 -0.2883
C7 -5.6468 2.8510 0.2452
C8 -4.2382 2.8935 0.1004
C9 -3.5174 1.9186 -0.5474
C10 -4.2815 0.8704 -1.1736
H1 -3.9791 -1.8758 -3.2253
H2 -6.4479 -1.9477 -2.8905
H3 -7.5377 -0.2231 -1.5041
H4 -7.4399 1.7597 -0.1590
H5 -6.1506 3.6318 0.8065
H6 -3.7115 3.7241 0.5598
O1 -3.7806 1.4050 5.0794
C11 -3.5277 2.7220 5.0020
C12 -4.0522 3.5434 6.0023
C13 -3.8293 4.9079 5.9808
C14 -3.0800 5.4832 4.9566
C15 -2.5710 4.6685 3.9587
C16 -2.7794 3.2905 3.9570
C17 -2.2282 2.5060 2.7976
O2 -1.7715 3.1656 1.8311
N1 -2.3086 1.1832 2.9472
N2 -1.8865 0.4297 1.8631
C18 -1.7197 -0.7907 2.1692
S1 -1.2376 -2.0592 1.0449
C19 -2.0323 -3.3477 2.0232
C20 -1.6482 -3.0993 3.4686
S2 -1.9953 -1.3605 3.8361
H7 -3.3115 1.0014 4.2959
H8 -4.6342 3.0793 6.7901
H9 -4.2442 5.5290 6.7673
H10 -2.8993 6.5508 4.9379
H11 -1.9923 5.0775 3.1401
H12 -1.6793 -4.3114 1.6488
H13 -3.1111 -3.2763 1.8884
H14 -0.5853 -3.2969 3.6204
H15 -2.2348 -3.7068 4.1605
Se1 1.9367 2.0374 -3.4108
P1 0.9446 3.8899 -3.0078
Se2 -1.2045 3.9401 -2.7646
C21 1.4163 5.0473 -4.3583
C22 0.5551 5.3018 -5.4201
C23 0.9596 6.1169 -6.4725
C24 2.2256 6.6856 -6.4694
C25 3.0909 6.4345 -5.4099
C26 2.6904 5.6153 -4.3637
C27 1.6068 4.6928 -1.5099
C28 2.2423 3.9431 -0.5290
C29 2.6118 4.5352 0.6792
C30 2.3630 5.8814 0.8887
C31 1.7399 6.6415 -0.0987
C32 1.3491 6.0480 -1.2872
H16 -0.4353 4.8630 -5.4054
H17 0.2804 6.3102 -7.2958
H18 2.5397 7.3233 -7.2879
H19 4.0813 6.8761 -5.4019
H20 3.3680 5.4070 -3.5439
H21 2.4298 2.8889 -0.7064
H22 3.0539 3.9225 1.4555
H23 2.6376 6.3414 1.8312
H24 1.5378 7.6937 0.0711
H25 0.8302 6.6259 -2.0431
C33 3.7954 -4.0077 3.4306
C34 4.4288 -3.2025 2.3014
N3 3.4579 -2.4237 1.5455
C35 3.1953 -1.1157 1.9465
C36 2.3835 -0.2499 1.3173
C37 2.1077 1.0952 2.0026
O3 3.0775 1.5681 2.6349
O4 0.9379 1.4791 1.8634
C38 1.7535 -0.6561 0.0769
O5 1.0765 0.0394 -0.6534
C39 1.9883 -2.0865 -0.3102
C40 1.3443 -2.5513 -1.4361
C41 1.4679 -3.8593 -1.8125
F1 0.8673 -4.2999 -2.9426
C42 2.2168 -4.7281 -1.0384
C43 2.8775 -4.2888 0.0911
C44 2.8012 -2.9385 0.4586
N4 2.3060 -6.1685 -1.3389
C45 3.6413 -6.6394 -1.8504
C46 3.7572 -8.1513 -1.5292
N5 2.4494 -8.6077 -1.0525
C47 1.4063 -8.3406 -2.0456
C48 1.2399 -6.8030 -2.1855
H26 4.5582 -4.5744 3.9704
H27 3.0442 -4.7073 3.0542
H28 3.3011 -3.3375 4.1357
H29 4.9759 -3.8480 1.6135
H30 5.1488 -2.4984 2.7111
H31 3.7099 -0.7861 2.8429
H32 0.7374 -1.8539 -2.0097
H33 3.4196 -5.0038 0.7033
H34 4.4133 -6.0455 -1.3776
H35 3.6618 -6.4444 -2.9181
H36 4.4905 -8.3166 -0.7436
H37 4.0891 -8.6848 -2.4241
H38 2.2025 -6.6651 -0.4464
H39 2.4705 -9.5801 -0.7864
H40 0.4741 -8.7849 -1.7064
H41 1.6522 -8.7704 -3.0211
H42 0.2781 -6.4437 -1.8372
H43 1.3762 -6.4749 -3.2063